{
  "formula": "C26H76O12",
  "method": "the ωB97M-V functional and the def2-TZVPD basis",
  "symbols": ["C", "C", "C", "O", "H", "H", "H", "H", "H", "H", "H", "H", "C", "C", "C", "O", "H", "H", "H", "H", "H", "H", "H", "H", "C", "C", "C", "O", "H", "H", "H", "H", "H", "H", "H", "H", "C", "C", "C", "O", "H", "H", "H", "H", "H", "H", "H", "H", "C", "C", "C", "O", "H", "H", "H", "H", "H", "H", "H", "H", "C", "C", "C", "O", "H", "H", "H", "H", "H", "H", "H", "H", "C", "C", "C", "O", "H", "H", "H", "H", "H", "H", "H", "H", "C", "O", "H", "H", "H", "H", "C", "O", "H", "H", "H", "H", "C", "O", "H", "H", "H", "H", "C", "O", "H", "H", "H", "H", "C", "O", "H", "H", "H", "H"],
  "coordinates": [[2.345, 3.194, -4.120], [3.077, 2.130, -3.516], [2.154, 0.874, -3.509], [4.174, 1.840, -4.038], [1.745, 3.606, -3.350], [1.722, 2.956, -4.983], [2.974, 4.087, -4.355], [3.289, 2.341, -2.446], [2.765, 0.049, -3.098], [1.868, 0.495, -4.435], [1.292, 1.062, -2.830], [4.849, 2.384, -3.616], [-1.196, 0.299, 5.192], [-0.012, -0.561, 4.761], [0.002, -0.694, 3.176], [1.086, -0.053, 5.035], [-1.241, 0.292, 6.270], [-2.155, -0.153, 4.874], [-1.070, 1.320, 4.772], [0.008, -1.569, 5.216], [0.095, 0.241, 2.686], [-1.008, -0.968, 2.931], [0.541, -1.479, 2.598], [1.824, -0.435, 4.568], [-1.555, -0.392, -4.186], [-2.621, -0.622, -3.198], [-3.854, -1.285, -3.749], [-2.126, -1.196, -2.236], [-0.737, 0.167, -3.742], [-1.859, 0.216, -5.000], [-1.068, -1.244, -4.582], [-2.928, 0.408, -2.893], [-3.562, -2.231, -4.263], [-4.383, -0.661, -4.396], [-4.690, -1.593, -3.117], [-1.779, -0.540, -1.612], [2.858, 1.640, 0.174], [2.519, 3.154, 0.168], [1.166, 3.473, -0.483], [2.678, 3.701, 1.279], [2.270, 1.151, 1.007], [3.946, 1.461, 0.479], [2.761, 1.131, -0.808], [3.236, 3.641, -0.498], [0.368, 3.021, 0.138], [1.237, 2.908, -1.427], [1.095, 4.532, -0.636], [3.586, 3.580, 1.477], [1.096, -2.367, -3.857], [0.004, -3.235, -3.306], [0.503, -4.686, -3.111], [-0.451, -3.004, -2.160], [2.041, -2.576, -3.436], [0.961, -1.347, -3.656], [1.171, -2.489, -4.980], [-0.872, -3.227, -3.939], [0.971, -4.924, -2.210], [1.155, -4.982, -3.886], [-0.313, -5.340, -3.118], [-1.230, -2.371, -2.143], [-1.097, -5.686, 0.896], [-0.569, -4.326, 1.168], [0.262, -4.449, 2.461], [0.141, -3.954, 0.214], [-1.602, -5.771, -0.043], [-1.671, -6.033, 1.704], [-0.215, -6.399, 0.919], [-1.309, -3.610, 1.322], [0.835, -3.575, 2.708], [0.992, -5.241, 2.222], [-0.381, -4.759, 3.292], [-0.324, -3.680, -0.606], [-2.699, 1.531, 1.913], [-3.712, 2.431, 2.657], [-4.864, 1.628, 3.229], [-3.185, 3.042, 3.558], [-3.235, 0.923, 1.171], [-2.033, 0.929, 2.562], [-2.038, 2.207, 1.338], [-4.132, 3.088, 1.889], [-5.666, 2.304, 3.529], [-4.677, 0.998, 4.115], [-5.220, 1.096, 2.349], [-2.757, 3.784, 3.131], [-0.236, 0.152, -0.220], [-0.679, -1.134, 0.112], [-1.116, 0.796, -0.573], [0.444, 0.169, -1.050], [0.275, 0.551, 0.691], [0.131, -1.616, 0.335], [3.701, 0.867, 3.401], [2.925, -0.216, 3.093], [4.462, 0.825, 2.606], [4.179, 0.751, 4.305], [3.261, 1.835, 3.342], [2.611, -0.103, 2.190], [-3.739, 2.925, -1.158], [-2.334, 2.891, -1.381], [-4.055, 3.897, -1.309], [-4.002, 2.520, -0.151], [-4.051, 2.324, -1.963], [-1.942, 3.506, -0.743], [2.395, -1.718, -0.849], [2.403, -1.502, 0.602], [2.143, -2.720, -1.039], [3.376, -1.615, -1.292], [1.969, -0.916, -1.413], [2.805, -2.290, 1.038], [0.355, 2.791, 3.086], [0.807, 4.075, 2.876], [-0.641, 2.882, 3.555], [1.015, 2.240, 3.794], [0.348, 2.320, 2.166], [1.630, 3.910, 2.377]],
  "lowdin_charge": [-0.0542, -0.6742, -0.0319, 0.0533, 0.0549, 0.1000, 0.1081, 0.1225, 0.0769, 0.0615, 0.0745, 0.1331, -0.0201, -0.5796, -0.0418, -0.0053, 0.0742, 0.0860, 0.0679, 0.1426, 0.0245, 0.0613, 0.0652, 0.0743, -0.0177, -0.6374, -0.0111, 0.0303, 0.0783, 0.0861, 0.0582, 0.1486, 0.1012, 0.0571, 0.0867, 0.1010, -0.0118, -0.5975, 0.0066, 0.0309, 0.0668, 0.1091, 0.0639, 0.1366, 0.0720, 0.0628, 0.0920, 0.1309, -0.0386, -0.5815, -0.0103, -0.0521, 0.0628, 0.0114, 0.1235, 0.1355, 0.0600, 0.0652, 0.0657, 0.0768, -0.0428, -0.6598, -0.0210, -0.0113, 0.0757, 0.0600, 0.1076, 0.1242, 0.0459, 0.0837, 0.0884, 0.0818, -0.0342, -0.6956, -0.0266, 0.0558, 0.0826, 0.0640, 0.0643, 0.1279, 0.0783, 0.0908, 0.0759, 0.1324, -0.1575, -0.1045, 0.0976, 0.0438, 0.0684, 0.0504, -0.1571, -0.1195, 0.0882, 0.0709, 0.0654, 0.0308, -0.1205, -0.1418, 0.0601, 0.0705, 0.0600, 0.0672, -0.1076, -0.1337, 0.0667, 0.0820, 0.0256, 0.1187, -0.1904, -0.1131, 0.0753, 0.0922, 0.0206, 0.0077],
  "e_tot_ev": -52752.500,
  "total_charge": 0,
  "de_lowest_ev": 10.627,
  "lumo_energy_ev": 0.0985,
  "smiles": "CC(C)O.CC(C)O.CC(C)O.CC(C)O.CC(C)O.CC(C)O.CC(C)O.CO.CO.CO.CO.CO"
}